This record from the OMol25 dataset describes a 5-piece molecular cluster, C27H67O12PS overall at a distorted geometry. The level of theory is the ωB97M-V functional and the def2-TZVPD basis.

Values from the calculation:
DFT total energy (hartree): -2710.98028
SMILES: CCSC[PH4].COCCOCCOC.COCCOCCOC.COCCOCCOC.COCCOCCOC
HOMO energy (eV): -8.19
Kohn-Sham gap (eV): 8.83

Last column: Mulliken charge in e.
Geometry (Å):
C (-1.5684, -4.1868, 2.8167)  -0.9416
C (-2.6646, -4.4939, 1.7307)  -0.1105
S (-3.8461, -5.6816, 2.4837)  -0.1610
C (-5.5409, -4.9837, 2.4519)  -0.8368
P (-5.6639, -3.0901, 2.5500)  0.1284
H (-1.9515, -3.3730, 3.4371)  0.2687
H (-0.6159, -3.9347, 2.3406)  0.2143
H (-1.4452, -5.1060, 3.3963)  0.3705
H (-2.1370, -4.9591, 0.8922)  0.1335
H (-3.1041, -3.5400, 1.4429)  0.1085
H (-6.1474, -5.3315, 1.5990)  0.3961
H (-6.0366, -5.3725, 3.3555)  0.3915
H (-4.9815, -3.0950, 3.8109)  0.0470
H (-5.0704, -2.8923, 1.2672)  0.0530
H (-7.1028, -3.1674, 2.5680)  -0.0872
H (-5.7678, -1.6341, 2.6822)  0.0525
C (-13.5227, 0.5058, 1.2812)  -0.7736
O (-12.8340, -0.4410, 0.4939)  -0.2577
C (-11.9439, 0.1745, -0.4241)  -0.5689
C (-10.8687, -0.8013, -0.8612)  -0.3957
O (-9.8240, -0.9591, 0.0923)  -0.4627
C (-10.1328, -1.7321, 1.2453)  -0.3804
C (-10.2022, -3.2222, 0.9640)  -0.6048
O (-11.4494, -3.5622, 0.3791)  -0.2784
C (-11.3920, -4.7910, -0.3122)  -0.7719
H (-14.1291, 1.1683, 0.6542)  0.3213
H (-14.1775, -0.0369, 1.9607)  0.2318
H (-12.8184, 1.0975, 1.8767)  0.3275
H (-11.4718, 1.0519, 0.0326)  0.3463
H (-12.5252, 0.4921, -1.2994)  0.4246
H (-10.3838, -0.3854, -1.7471)  0.3950
H (-11.2928, -1.7649, -1.1460)  0.1749
H (-11.0379, -1.3706, 1.7348)  0.1814
H (-9.3025, -1.5607, 1.9346)  0.4057
H (-10.1081, -3.7795, 1.9054)  0.4304
H (-9.3806, -3.5012, 0.2943)  0.3603
H (-10.6650, -4.7391, -1.1306)  0.3247
H (-12.3762, -4.9813, -0.7362)  0.2414
H (-11.1312, -5.6102, 0.3664)  0.3212
C (0.1883, -2.5287, -0.5009)  -0.8321
O (0.6812, -3.8067, -0.8400)  -0.2453
C (0.1390, -4.2799, -2.0640)  -0.5745
C (1.0319, -5.3475, -2.6661)  -0.4642
O (2.1698, -4.8175, -3.3348)  -0.4851
C (3.2150, -4.3308, -2.5027)  0.0489
C (4.0284, -5.4307, -1.8476)  -0.8287
O (3.3465, -5.9483, -0.7155)  -0.2069
C (3.8070, -7.2348, -0.3626)  -0.8230
H (-0.8999, -2.5549, -0.3743)  0.3100
H (0.6485, -2.2293, 0.4399)  0.2519
H (0.4594, -1.7936, -1.2676)  0.3463
H (0.0317, -3.4540, -2.7768)  0.3388
H (-0.8506, -4.7071, -1.8552)  0.4373
H (0.4589, -5.8612, -3.4411)  0.4156
H (1.3202, -6.0954, -1.9266)  0.2018
H (2.8366, -3.6186, -1.7676)  0.0406
H (3.8799, -3.7815, -3.1733)  0.3630
H (4.9885, -5.0215, -1.5076)  0.4300
H (4.2115, -6.2268, -2.5775)  0.3631
H (3.6378, -7.9426, -1.1818)  0.3382
H (3.2378, -7.5667, 0.5037)  0.2337
H (4.8708, -7.2122, -0.1034)  0.3185
C (3.1603, -0.5793, -3.7225)  -0.5533
O (3.2064, 0.3250, -2.6402)  -0.2615
C (3.7351, -0.2777, -1.4691)  -0.0996
C (4.2636, 0.7775, -0.5170)  -0.5521
O (5.5472, 1.2749, -0.8771)  -0.4925
C (5.5897, 2.1714, -1.9809)  -0.5172
C (5.0704, 3.5581, -1.6529)  -0.2244
O (3.6518, 3.5799, -1.6715)  -0.3349
C (3.1334, 4.6676, -0.9373)  -0.6678
H (2.5161, -1.4336, -3.4856)  0.0505
H (2.7536, -0.0542, -4.5850)  0.2812
H (4.1685, -0.9284, -3.9734)  0.3402
H (4.5456, -0.9689, -1.7289)  0.3492
H (2.9266, -0.8375, -0.9803)  0.0921
H (4.4057, 0.3039, 0.4570)  0.4056
H (3.5486, 1.5900, -0.3813)  0.1906
H (5.0864, 1.7524, -2.8530)  0.1460
H (6.6489, 2.2649, -2.2307)  0.4563
H (5.4281, 4.2724, -2.4060)  0.5281
H (5.4398, 3.8569, -0.6663)  0.0280
H (3.4346, 4.6004, 0.1149)  0.2475
H (2.0473, 4.6181, -0.9894)  0.2710
H (3.4682, 5.6209, -1.3605)  0.3010
C (6.0252, 5.5606, 2.6090)  -0.6829
O (7.1688, 6.1067, 1.9891)  -0.3625
C (7.1661, 5.8907, 0.5874)  -0.2939
C (8.0638, 6.8935, -0.1109)  -0.5134
O (7.4630, 8.1724, -0.2789)  -0.4863
C (7.3703, 8.9847, 0.8853)  -0.3775
C (8.6955, 9.5900, 1.3077)  -0.5808
O (9.4768, 8.6390, 2.0147)  -0.2555
C (10.8469, 8.9761, 2.0164)  -0.7778
H (5.9790, 4.4763, 2.4581)  0.2848
H (6.0913, 5.7679, 3.6756)  0.2813
H (5.1145, 6.0308, 2.2199)  0.2807
H (6.1478, 5.9790, 0.1903)  0.1914
H (7.5387, 4.8742, 0.4034)  0.4904
H (8.2429, 6.5285, -1.1249)  0.4282
H (9.0342, 6.9738, 0.3804)  0.1679
H (6.8965, 8.4475, 1.7077)  0.1701
H (6.7055, 9.8052, 0.6068)  0.3960
H (8.5113, 10.4419, 1.9748)  0.4285
H (9.2328, 9.9365, 0.4180)  0.3499
H (11.2378, 9.0051, 0.9931)  0.3263
H (11.3797, 8.2036, 2.5678)  0.2343
H (11.0118, 9.9420, 2.5058)  0.3195

Forces on atoms 1 to 3 (eV/Å):
C -0.9 -0.4 -0.8
C 1.1 0.2 0.9
S -0.4 0.2 -0.1

This record from the OMol25 dataset describes C27H69CaN2O11 as an isolated structure at a distorted geometry. The level of theory is the ωB97M-V functional and the def2-TZVPD basis.

Values from the calculation:
DFT total energy (hartree): -2684.77774
HOMO energy (eV): -10.74
Kohn-Sham gap (eV): 7.69
Charge: +1

Last column: Mulliken charge in e.
Geometry (Å):
Ca (-3.3867, 0.6351, 0.5868)  1.5818
C (-0.0063, -1.3011, -1.1457)  0.5203
C (-1.1119, -0.4771, -0.5543)  0.9087
O (-1.8959, 0.1598, -1.3171)  -0.8314
O (-1.2728, -0.4575, 0.7060)  -0.8222
H (0.9462, -1.0047, -0.7063)  -0.1646
H (0.0579, -1.1538, -2.2222)  -0.3807
H (-0.1707, -2.3586, -0.9375)  0.0897
C (-0.7170, -4.0307, 1.4813)  0.0544
O (0.2092, -4.8386, 2.1632)  -0.6260
H (-1.6448, -4.0241, 2.0610)  0.2009
H (-0.3593, -2.9998, 1.3924)  -0.0229
H (-0.9947, -4.4437, 0.4988)  0.1106
H (1.0433, -4.8209, 1.6701)  0.3035
C (1.7085, 1.0889, 1.3202)  -0.3663
O (3.0804, 1.3182, 1.4055)  -0.3607
C (3.4283, 2.6752, 1.1452)  -0.5889
C (3.6965, 3.3918, 2.4544)  -0.5418
N (3.6780, 4.8495, 2.3037)  -0.3475
C (4.6967, 5.3246, 1.3713)  -0.4862
C (4.7709, 6.8215, 1.4069)  -0.6588
O (5.1862, 7.2096, 2.6959)  -0.2978
C (5.2794, 8.6067, 2.8424)  -0.7505
H (1.5138, 0.0299, 1.4850)  -0.0598
H (1.2945, 1.3625, 0.3366)  0.2470
H (1.1519, 1.6579, 2.0859)  0.3131
H (2.6126, 3.1777, 0.6108)  0.3444
H (4.3150, 2.6636, 0.5117)  0.3676
H (4.6560, 3.0295, 2.8573)  0.2916
H (2.9200, 3.1336, 3.1772)  0.3509
H (3.9101, 5.2362, 3.2138)  0.2483
H (4.3991, 5.0439, 0.3526)  0.3494
H (5.6876, 4.8728, 1.5394)  0.3380
H (3.7681, 7.2268, 1.2062)  0.3202
H (5.4706, 7.1801, 0.6418)  0.4109
H (5.8487, 8.7999, 3.7500)  0.2411
H (4.2930, 9.0769, 2.8823)  0.2978
H (5.8503, 9.0543, 2.0163)  0.3012
C (-4.6594, -1.2474, 3.3418)  -0.9320
O (-3.7615, -0.2846, 2.8060)  -0.1365
C (-3.0816, 0.3997, 3.8721)  -0.9458
C (-2.0934, 1.4174, 3.3426)  -0.2278
N (-2.6695, 2.2203, 2.2455)  -0.3897
C (-1.6085, 2.9854, 1.5323)  -0.1955
C (-2.2330, 3.7430, 0.3780)  -1.0193
O (-2.7527, 2.7864, -0.5462)  -0.0397
C (-3.3861, 3.4016, -1.6566)  -0.9344
H (-4.1154, -2.1226, 3.7023)  0.3148
H (-5.3422, -1.5567, 2.5532)  0.2261
H (-5.2634, -0.8190, 4.1460)  0.3799
H (-2.5761, -0.3431, 4.4941)  0.4031
H (-3.8438, 0.8858, 4.4934)  0.4824
H (-1.1737, 0.9380, 3.0080)  -0.0291
H (-1.8227, 2.0554, 4.1920)  0.5747
H (-3.2492, 2.9418, 2.6700)  0.2074
H (-0.8982, 2.2696, 1.1101)  -0.0489
H (-1.0890, 3.6752, 2.2006)  0.5865
H (-1.4974, 4.3593, -0.1401)  0.5257
H (-3.0710, 4.3522, 0.7447)  0.3860
H (-4.2887, 3.9452, -1.3583)  0.3632
H (-3.6685, 2.6078, -2.3492)  0.2237
H (-2.6925, 4.0592, -2.1823)  0.3255
C (2.9252, -2.5738, 0.6962)  -0.6934
C (3.4555, -3.9286, 1.0903)  0.2313
C (3.5979, -4.0944, 2.5949)  -1.3481
O (2.5497, -4.9162, 0.5338)  -0.5426
H (3.6652, -1.8208, 0.9799)  0.4390
H (1.9872, -2.3334, 1.1970)  -0.0149
H (2.8235, -2.5305, -0.3881)  0.1463
H (4.4361, -4.0638, 0.6223)  0.4196
H (4.1971, -3.2707, 2.9869)  0.3623
H (4.1055, -5.0276, 2.8416)  0.3998
H (2.6233, -4.0716, 3.0847)  0.3334
H (2.9304, -5.7844, 0.7028)  0.2730
C (-0.3691, -3.6717, -4.0997)  -0.3385
C (0.7921, -4.6416, -4.0328)  0.0396
C (1.5985, -4.5095, -2.7590)  -0.7602
O (0.3063, -5.9955, -4.1601)  -0.5802
H (0.0127, -2.6475, -4.1595)  0.0133
H (-1.0159, -3.7434, -3.2227)  -0.1549
H (-0.9500, -3.8613, -5.0014)  0.4077
H (1.4099, -4.5208, -4.9218)  0.3947
H (1.8272, -3.4566, -2.5573)  0.1014
H (2.5226, -5.0824, -2.7733)  0.3638
H (1.0256, -4.8431, -1.8867)  0.1435
H (-0.2229, -6.1883, -3.3791)  0.3386
C (-4.3634, -3.9673, 0.4923)  -1.4872
C (-3.7022, -2.7744, -0.1714)  1.6933
C (-3.5843, -2.9268, -1.6690)  -1.3787
O (-4.4558, -1.5484, 0.1317)  -0.3927
H (-5.2304, -4.3106, -0.0712)  0.3655
H (-4.6511, -3.6981, 1.5102)  0.3299
H (-3.6522, -4.7876, 0.5860)  0.3575
H (-2.7149, -2.5988, 0.2552)  -0.7173
H (-4.5804, -2.9855, -2.1263)  0.4685
H (-3.1004, -3.8686, -1.9327)  0.3708
H (-3.0297, -2.1088, -2.1287)  0.2480
H (-5.2665, -1.5824, -0.3876)  0.2050
C (-1.6346, -0.1644, -4.8266)  -0.8378
C (-0.5493, 0.8664, -4.5536)  0.9569
C (-0.3264, 1.7789, -5.7366)  -1.6034
O (-0.8899, 1.6825, -3.4395)  -0.5125
H (-1.3718, -0.8412, -5.6391)  0.3913
H (-2.5796, 0.3455, -5.0336)  0.3961
H (-1.8121, -0.7838, -3.9403)  -0.1804
H (0.3815, 0.3266, -4.3173)  0.0917
H (0.4136, 2.5423, -5.5082)  0.3860
H (-1.2688, 2.2609, -6.0081)  0.3507
H (-0.0202, 1.1925, -6.6048)  0.3938
H (-1.3203, 1.1427, -2.7588)  0.1455

Forces on atoms 1 to 3 (eV/Å):
Ca 0.8 -0.9 -0.8
C 0.2 0.2 -0.2
C -0.2 0.1 0.1